A 19-piece molecular cluster, C69H180N4O45S15 overall. Source: the OMol25 dataset; level of theory: ωB97M-V/def2-TZVPD.

The geometry in XYZ format:
```
313
Properties=species:S:1:pos:R:3:forces:R:3:lowdin_charge:R:1
C -9.56583 -3.08798 21.40725 -0.8 1.0 0.4 -0.06
C -10.07244 -1.62675 21.70390 1.8 -1.5 0.4 -0.21
N -8.98816 -0.78776 22.36999 -0.5 -1.4 -2.2 -0.14
C -9.66926 0.44109 22.65665 0.0 1.5 0.6 -0.30
C -10.56695 0.45670 23.89837 -0.3 -0.2 0.3 -0.08
C -7.89529 -0.55801 21.34028 -0.5 -0.5 0.2 -0.25
C -6.77349 0.26319 21.85839 0.9 0.8 0.8 -0.09
H -8.77033 -3.11219 20.66248 0.0 0.1 0.1 0.03
H -10.39753 -3.66839 21.00785 0.0 -0.1 0.0 0.08
H -9.23369 -3.57832 22.32231 0.1 0.0 -0.1 0.04
H -10.41592 -1.19533 20.76369 0.2 0.4 -0.2 0.11
H -10.94100 -1.63693 22.36238 0.2 -0.2 0.1 0.10
H -8.92647 1.23600 22.72366 -0.1 0.1 0.4 0.10
H -10.28198 0.74580 21.80825 -0.3 0.1 -0.4 0.11
H -11.40401 -0.24054 23.86241 0.1 -0.3 -0.3 0.06
H -10.07214 0.24359 24.84592 0.4 0.0 -0.1 0.06
H -11.06780 1.41623 24.02703 0.3 0.2 -0.2 0.07
H -8.26642 -0.08675 20.43018 -0.6 0.2 -0.2 0.12
H -7.46220 -1.49474 20.98946 -0.4 -0.3 0.3 0.09
H -6.33113 -0.17926 22.75094 -0.2 0.0 0.3 0.07
H -7.11422 1.27429 22.08125 0.2 0.0 0.2 0.07
H -5.91468 0.36947 21.19564 -0.3 -0.1 -0.5 0.07
C -5.77226 -2.41228 27.97378 -0.1 0.7 -0.1 -0.07
C -5.95390 -0.97742 28.47346 0.1 -0.2 0.1 -0.23
N -4.95604 -0.03620 27.96833 -0.3 1.2 -0.7 -0.17
C -3.59354 -0.37781 28.22079 1.1 -1.7 2.0 -0.26
C -3.30232 -0.83741 29.68944 0.0 0.3 -0.3 -0.06
C -5.04201 0.24637 26.53973 -1.6 1.4 0.5 -0.26
C -6.38283 0.92406 26.24137 -0.6 0.0 -0.8 -0.08
H -6.52428 -3.02932 28.46555 0.4 -0.4 0.0 0.07
H -4.73475 -2.73384 28.06480 -0.2 -0.5 0.3 0.06
H -5.99021 -2.40687 26.90582 0.0 -0.2 -0.1 0.05
H -6.98434 -0.73851 28.21037 0.1 0.7 -0.4 0.10
H -6.00528 -0.86204 29.55612 0.5 -0.4 0.1 0.11
H -3.35073 -1.26542 27.63658 0.4 -0.3 -0.6 0.09
H -2.87849 0.38436 27.91107 -0.4 0.3 0.1 0.11
H -3.52207 -0.07536 30.43717 -0.3 0.0 -0.1 0.08
H -3.83844 -1.75860 29.91767 -0.4 0.1 0.1 0.05
H -2.26807 -1.11269 29.89595 0.3 0.2 -0.6 0.05
H -4.88175 -0.63582 25.91992 0.0 -0.3 -0.3 0.11
H -4.31306 0.99217 26.22267 0.5 -0.2 0.6 0.10
H -6.67092 1.76820 26.86788 0.5 -0.2 0.6 0.08
H -7.21906 0.22606 26.28180 -0.1 0.0 -0.1 0.04
H -6.39964 1.39596 25.25897 0.1 -0.4 -0.4 0.06
C -3.41483 -9.69836 28.25004 -0.4 0.0 -0.7 -0.06
C -1.95244 -9.33815 28.45677 -0.9 0.5 -1.0 -0.23
N -1.06196 -10.21854 27.69514 1.2 -0.1 0.1 -0.18
C -1.30223 -10.26550 26.24804 0.6 1.1 -0.3 -0.23
C -0.16464 -10.87952 25.36583 -1.5 -0.4 1.2 -0.05
C -0.98458 -11.55761 28.18333 1.1 -1.7 0.8 -0.28
C -0.44895 -11.75142 29.62615 -0.7 1.2 -0.4 -0.06
H -3.64469 -10.73817 28.48255 -0.1 0.1 0.3 0.08
H -3.60848 -9.58540 27.18334 -0.2 -0.1 -0.2 0.06
H -4.14130 -9.02756 28.70870 0.3 -0.2 0.4 0.04
H -1.82330 -8.35339 28.00769 0.2 0.3 0.1 0.10
H -1.74515 -9.20011 29.51794 0.6 -0.5 -0.1 0.11
H -2.20200 -10.81790 25.97722 -0.4 -0.1 0.1 0.11
H -1.46129 -9.23452 25.93201 -0.1 0.1 0.0 0.09
H -0.40409 -11.94253 25.39384 0.6 -0.2 -0.2 0.04
H -0.32234 -10.58122 24.32937 0.4 0.4 0.1 0.06
H 0.82175 -10.71289 25.79870 0.0 0.2 -0.5 0.06
H -0.29740 -12.15329 27.58244 0.1 0.3 -0.5 0.09
H -1.93910 -12.06865 28.05747 -0.4 -0.3 0.3 0.11
H 0.49920 -11.24783 29.81457 0.1 0.3 -0.4 0.06
H -0.26655 -12.78709 29.91286 -0.6 0.0 -0.1 0.07
H -1.18298 -11.22908 30.23971 0.1 -0.5 0.7 0.06
C 4.75006 -4.86487 21.32600 0.5 -0.7 0.4 -0.07
C 6.19040 -4.30062 21.61444 -2.7 0.0 0.0 -0.21
N 6.14825 -3.16032 22.51531 -2.9 0.1 -0.2 -0.20
C 7.36066 -2.44717 22.46480 0.8 1.7 0.5 -0.27
C 7.24766 -1.00018 23.04681 0.1 -1.1 1.1 -0.05
C 5.59706 -3.46416 23.87880 2.0 -0.9 -0.2 -0.19
C 6.56140 -4.45955 24.61383 -0.7 0.2 0.4 -0.05
H 4.77967 -5.63602 20.55622 0.2 0.0 -0.1 0.07
H 3.93514 -4.20706 21.02384 0.6 0.6 -0.1 0.05
H 4.34907 -5.38303 22.19710 0.1 -0.1 0.3 0.05
H 6.74121 -5.12640 22.06479 0.5 -0.2 -0.3 0.08
H 6.58490 -3.98065 20.65004 0.4 -0.1 0.2 0.12
H 7.70741 -2.31575 21.43982 -0.2 -0.4 -0.2 0.11
H 8.07016 -3.09915 22.97435 1.1 0.6 0.2 0.10
H 8.18228 -0.44012 23.07740 0.1 -0.1 -0.5 0.07
H 6.99945 -1.09271 24.10414 -0.1 0.0 0.2 0.05
H 6.43734 -0.41037 22.61833 0.2 -0.2 -0.4 0.05
H 5.53360 -2.60477 24.54628 0.4 0.5 -0.5 0.08
H 4.55719 -3.79068 23.89054 0.1 -0.5 -0.6 0.09
H 6.16157 -4.66886 25.60601 0.1 0.0 0.2 0.07
H 6.74270 -5.44201 24.17793 -0.4 0.1 -0.3 0.03
H 7.55119 -4.01639 24.72344 -0.1 0.2 0.2 0.07
O 2.44815 -5.64634 19.28344 -1.4 0.6 0.0 -0.30
S 1.11575 -5.08045 19.40091 -1.0 0.3 1.1 0.69
O 0.65972 -4.00265 18.53259 0.4 -1.7 0.6 -0.31
O -0.00249 -6.32181 19.33552 0.8 2.2 -1.0 -0.27
C 0.38809 -7.62249 19.76600 1.1 -0.5 1.0 -0.30
C -0.51377 -8.69627 19.22336 -0.5 0.3 0.0 -0.04
C 0.79259 -4.44852 21.15431 -0.2 -1.6 -2.1 -0.07
H 0.32194 -7.60211 20.85381 0.0 -0.3 0.1 0.09
H 1.43933 -7.80499 19.54311 -0.1 0.0 -0.3 0.10
H -1.52083 -8.51242 19.59771 -0.2 -0.1 -0.1 0.06
H -0.20263 -9.67123 19.59851 0.2 0.1 0.0 0.08
H -0.56331 -8.73338 18.13512 0.2 0.1 0.0 0.09
H 1.23326 -5.23848 21.76251 0.5 0.7 0.5 0.05
H -0.28519 -4.53970 21.28912 -0.1 0.2 -0.2 0.05
H 1.11497 -3.40730 21.15999 0.4 -0.4 0.4 0.04
O -8.56453 -5.08049 24.19292 1.1 1.0 1.1 -0.30
S -7.75411 -4.36030 25.17290 -0.2 0.0 -0.4 0.67
O -7.53693 -5.03062 26.45266 0.5 1.1 -1.6 -0.31
O -6.30144 -3.95543 24.45091 -1.4 -1.3 2.8 -0.25
C -6.38727 -3.54590 23.11377 -0.1 0.1 -1.5 -0.30
C -5.01051 -3.35254 22.54125 0.2 0.4 -0.3 -0.06
C -8.51120 -2.67987 25.45163 -0.4 -2.1 -0.5 -0.07
H -6.95864 -2.62087 23.03666 0.0 0.3 0.1 0.10
H -6.93707 -4.27135 22.51414 0.1 -0.3 0.1 0.10
H -4.48162 -2.49890 22.96513 -0.2 0.2 -0.1 0.07
H -5.18105 -3.17432 21.47953 0.3 0.3 0.0 0.05
H -4.29999 -4.17716 22.59844 -0.5 -0.4 0.2 0.06
H -9.09315 -2.82896 26.36114 0.5 0.4 0.3 0.07
H -9.26213 -2.69959 24.66181 0.3 0.7 -0.3 0.05
H -7.80246 -1.85264 25.41315 -0.2 -0.3 0.1 0.05
O 6.89119 -10.24887 24.29627 2.4 2.9 -0.7 -0.33
S 7.82182 -9.08009 24.18288 0.3 -1.0 1.1 0.74
O 8.26671 -8.44040 25.43146 -0.9 -0.8 -2.1 -0.31
O 9.21710 -9.65284 23.43342 -2.0 0.3 0.4 -0.25
C 10.34801 -8.78985 23.27214 0.6 1.1 1.0 -0.31
C 11.48036 -9.49224 22.59818 0.4 -0.3 -0.9 -0.08
C 7.21506 -7.84118 22.93709 0.0 -0.9 0.3 -0.09
H 10.74399 -8.40711 24.21278 -0.5 -0.4 0.6 0.12
H 10.12620 -7.85446 22.75837 -0.5 -0.2 -0.5 0.11
H 12.33984 -8.82472 22.53656 -0.1 0.3 0.1 0.08
H 11.23184 -9.73324 21.56461 0.0 -0.3 0.0 0.08
H 11.86831 -10.37035 23.11443 -0.5 -0.1 0.1 0.08
H 7.95424 -7.05399 22.78856 0.2 -0.3 0.1 0.06
H 6.26968 -7.37055 23.20699 0.1 -0.3 0.7 0.05
H 7.00710 -8.41568 22.03444 0.3 -0.1 0.0 0.06
O 5.95139 -1.52090 29.37622 -1.2 -0.3 1.4 -0.29
S 4.83430 -1.67815 30.29574 -2.3 1.1 -1.0 0.70
O 4.39311 -0.63192 31.21097 0.9 -1.1 -1.4 -0.30
O 3.43028 -1.95771 29.35114 2.0 0.4 1.4 -0.29
C 3.54649 -2.88708 28.25052 0.4 0.6 -0.4 -0.27
C 4.11636 -2.27461 26.97661 0.1 -0.1 0.7 -0.07
C 4.91780 -3.20762 31.22950 0.2 0.3 -0.5 -0.10
H 2.52444 -3.19675 28.03227 0.0 -0.2 0.3 0.09
H 4.17417 -3.73794 28.51540 -0.2 -0.2 0.2 0.11
H 4.04718 -3.09717 26.26477 -0.2 0.4 -0.5 0.06
H 5.16005 -1.97458 27.07031 0.0 -0.1 0.1 0.07
H 3.54267 -1.38355 26.72169 -0.1 -0.2 -0.4 0.08
H 4.62421 -3.02358 32.26296 0.1 0.2 -0.2 0.08
H 5.95484 -3.53049 31.13783 -0.2 -0.3 0.1 0.07
H 4.20072 -3.86313 30.73534 0.3 -0.2 0.2 0.05
O 1.66166 0.99433 20.58083 0.0 0.2 -0.5 -0.27
S 2.24587 0.66306 21.82844 0.1 -1.6 1.9 0.67
O 1.56633 1.06130 23.06209 1.2 -0.7 -1.6 -0.29
O 2.40743 -1.02731 21.74779 -0.7 3.2 -1.8 -0.25
C 2.87329 -1.67093 22.88311 0.2 -0.7 1.1 -0.32
C 1.74616 -2.01909 23.77728 -0.3 0.3 1.9 -0.06
C 4.00374 1.12465 21.88201 -0.8 -0.5 -0.1 -0.10
H 3.59386 -1.03194 23.39357 0.2 -0.2 0.2 0.11
H 3.36255 -2.59934 22.58850 0.3 0.3 -0.4 0.10
H 1.28292 -1.14208 24.22932 -0.3 0.2 -0.5 0.07
H 2.17775 -2.45547 24.67805 -0.1 -0.7 0.0 0.06
H 0.98516 -2.66747 23.34302 0.2 0.0 0.0 0.06
H 4.47898 0.46090 21.15973 0.1 0.2 0.0 0.08
H 4.37149 0.92229 22.88795 0.0 0.2 -0.1 0.06
H 4.11241 2.17086 21.59615 -0.2 -0.1 0.1 0.08
O 2.21998 -6.03533 24.20297 -1.5 1.3 1.2 -0.29
S 1.23352 -5.53893 25.16448 0.2 -0.1 0.6 0.65
O 1.59714 -4.56585 26.20612 -0.4 -1.0 -1.9 -0.30
O -0.05249 -5.03744 24.29782 1.8 -0.4 0.3 -0.26
C -1.15674 -4.43053 24.96133 -1.3 1.3 -0.4 -0.25
C -1.87813 -3.50168 23.94576 0.6 -0.4 0.8 -0.03
C 0.54715 -6.93933 26.00108 0.1 -0.2 -0.7 -0.10
H -0.87772 -3.86111 25.84789 0.4 -0.1 -0.1 0.10
H -1.88009 -5.17975 25.28313 0.4 -0.3 0.0 0.08
H -1.29693 -2.63641 23.62700 0.3 -0.2 0.0 0.06
H -2.72628 -3.07784 24.48346 -0.3 -0.2 -0.2 0.08
H -2.19036 -4.07080 23.07015 -0.1 0.1 0.1 0.06
H 0.29872 -7.63762 25.20185 -0.1 -0.1 0.0 0.06
H -0.34642 -6.67924 26.56852 0.3 0.1 0.1 0.06
H 1.36152 -7.35050 26.59760 -0.2 0.1 0.2 0.07
O 5.20618 -7.62353 25.74900 -1.2 -0.9 0.5 -0.29
S 4.68331 -8.22874 26.95001 0.0 0.1 2.2 0.70
O 4.32167 -7.34903 28.07345 0.5 -1.4 -1.5 -0.32
O 3.28755 -9.13060 26.64425 2.9 3.0 -1.8 -0.28
C 2.68794 -9.91465 27.61459 -0.5 -1.4 0.5 -0.32
C 3.09044 -11.34073 27.31588 -0.4 -1.3 0.1 -0.06
C 5.91600 -9.52506 27.53797 -0.8 1.4 0.0 -0.08
H 1.61585 -9.81042 27.44772 -0.1 0.1 0.2 0.09
H 2.88416 -9.58270 28.63409 0.3 0.0 0.0 0.11
H 2.34336 -12.05554 27.66090 0.0 0.0 0.6 0.07
H 4.06394 -11.66800 27.68098 0.0 0.3 0.2 0.07
H 3.07216 -11.56644 26.24966 0.2 0.6 -0.3 0.07
H 6.87328 -9.06376 27.78071 -0.1 0.6 -0.7 0.07
H 6.04002 -10.22701 26.71335 -0.2 -0.2 0.4 0.05
H 5.57743 -9.82826 28.52869 -0.5 -0.7 -0.4 0.06
O -0.09773 -3.63012 29.39146 -0.9 -1.7 0.2 -0.28
S -0.84197 -4.87439 29.25949 0.4 -0.5 -0.8 0.69
O -1.79620 -5.00402 28.15348 1.2 0.0 1.8 -0.31
O 0.22330 -6.13659 29.00498 -2.3 2.2 -1.1 -0.29
C 1.34857 -6.23641 29.81410 0.6 -1.7 2.0 -0.28
C 1.23901 -7.67857 30.39496 0.5 1.0 0.5 -0.04
C -1.59796 -5.38333 30.89152 0.0 0.7 -0.8 -0.07
H 1.31669 -5.53367 30.64671 -0.2 0.2 0.1 0.11
H 2.31224 -6.04893 29.34051 -0.3 -0.1 -0.8 0.11
H 0.40396 -7.71979 31.09432 -0.2 0.1 -0.1 0.07
H 2.12165 -7.86282 31.00742 0.2 -0.4 -0.2 0.08
H 1.06837 -8.45615 29.65042 0.3 0.2 -0.2 0.06
H -0.81957 -5.41912 31.65371 0.1 -0.1 -0.3 0.07
H -2.19278 -6.29435 30.82590 0.4 -0.2 -0.4 0.06
H -2.30829 -4.61312 31.19204 0.2 0.3 -0.3 0.07
O -2.31652 -6.44701 21.89707 0.3 -1.0 1.6 -0.30
S -2.19558 -7.63323 22.74347 -0.8 -0.4 -1.0 0.69
O -0.90469 -8.35049 22.71612 -2.5 1.4 1.3 -0.30
O -2.76193 -7.33790 24.31119 1.3 -0.4 -1.8 -0.27
C -3.99541 -6.58201 24.48675 -0.8 0.8 -0.7 -0.27
C -5.06530 -7.38854 25.14754 0.8 -0.8 1.0 -0.04
C -3.48744 -8.78285 22.17915 0.2 0.1 0.1 -0.10
H -4.48746 -6.24311 23.57508 1.0 0.2 -0.6 0.10
H -3.74874 -5.71243 25.09591 0.1 0.0 -0.2 0.11
H -4.78840 -7.41530 26.20144 -0.5 -0.4 0.2 0.06
H -5.00054 -8.40894 24.76981 -0.4 -0.1 0.0 0.09
H -6.06666 -6.97869 25.01572 0.2 0.0 0.0 0.08
H -4.50368 -8.39852 22.26648 0.2 0.5 0.3 0.06
H -3.42910 -9.72334 22.72702 0.3 0.1 -0.1 0.07
H -3.34661 -8.91498 21.10640 0.3 -0.1 0.1 0.05
O -3.29560 -2.01466 20.36267 -0.2 -0.2 -0.2 -0.30
S -2.59146 -0.78174 20.48919 1.4 0.9 0.9 0.65
O -3.16764 0.46085 19.99083 0.7 -1.5 0.7 -0.30
O -2.28535 -0.68166 22.12051 -1.2 -0.1 -1.6 -0.29
C -1.95424 0.59220 22.71006 0.3 0.5 0.1 -0.23
C -2.44961 0.63683 24.20179 0.8 -0.2 -1.4 -0.03
C -0.86537 -0.95017 19.85014 -1.3 0.6 0.1 -0.07
H -2.30293 1.43989 22.12019 -1.0 -0.2 0.0 0.11
H -0.89622 0.70752 22.47474 0.5 -0.1 1.3 0.09
H -1.97588 1.48414 24.69752 0.0 -0.1 0.1 0.09
H -2.18310 -0.28581 24.71736 0.2 0.0 0.0 0.06
H -3.52998 0.74765 24.29459 0.1 0.0 -0.4 0.05
H -0.51362 0.07999 19.90630 0.4 -0.2 -0.1 0.05
H -0.92691 -1.28686 18.81527 -0.1 0.1 0.0 0.08
H -0.25092 -1.65251 20.41341 -0.4 0.2 0.2 0.05
O 5.20295 -9.72811 21.16884 -2.5 -1.0 1.0 -0.31
S 3.86131 -10.03337 21.71908 1.0 1.0 0.1 0.70
O 2.68165 -9.61016 20.96280 1.7 -1.4 1.2 -0.28
O 3.72419 -11.63870 22.13684 0.2 2.2 -1.4 -0.28
C 4.88047 -12.28621 22.67106 1.0 -0.8 0.3 -0.29
C 4.50968 -13.73892 22.74740 -0.3 -0.2 0.8 -0.05
C 3.72500 -9.31725 23.37362 -0.4 0.1 -0.3 -0.11
H 5.10235 -11.92854 23.67652 -0.1 0.3 0.0 0.10
H 5.80901 -12.21275 22.10493 -0.3 0.8 -0.5 0.12
H 3.78777 -13.78861 23.56255 -0.5 -0.5 -0.4 0.06
H 5.33751 -14.36025 23.08906 0.2 0.1 -0.2 0.09
H 4.12027 -14.12209 21.80418 -0.1 0.0 0.2 0.10
H 2.81504 -9.72742 23.81161 0.0 0.0 -0.1 0.06
H 3.59084 -8.24034 23.27182 0.0 0.0 -0.2 0.06
H 4.56220 -9.47981 24.05243 0.2 -0.4 -0.5 0.03
O -0.90784 2.41918 30.03635 1.6 -1.8 -0.3 -0.30
S 0.01736 1.28735 30.02900 -1.3 -1.2 0.9 0.67
O -0.15860 0.17154 30.97823 0.2 1.9 -1.6 -0.32
O -0.06554 0.64790 28.50472 -0.4 1.7 1.3 -0.27
C 0.69809 -0.49165 28.10460 0.5 -0.8 1.3 -0.27
C -0.04687 -1.27278 27.03615 1.1 -0.1 0.3 -0.04
C 1.72733 1.80383 30.22139 -0.1 -0.2 -0.9 -0.11
H 0.94081 -1.10203 28.97443 -0.6 -0.3 0.3 0.09
H 1.70845 -0.16385 27.86002 -0.1 0.3 -0.9 0.11
H 0.55582 -2.15333 26.81369 0.5 0.1 -0.4 0.05
H -0.10788 -0.61528 26.16893 -0.6 -0.4 -0.2 0.08
H -0.94995 -1.78362 27.37021 -0.4 0.9 0.1 0.07
H 1.91910 2.48723 31.04861 -0.6 -0.3 0.1 0.08
H 2.03811 2.31034 29.30763 -0.1 -0.1 -0.1 0.07
H 2.26725 0.86394 30.33614 0.2 0.1 0.1 0.05
O -0.74892 -16.07970 23.99302 1.4 0.6 -0.7 -0.28
S 0.64384 -15.71654 23.81181 -0.2 2.0 0.2 0.65
O 1.65816 -16.69459 23.62768 -0.1 -0.2 -0.8 -0.27
O 0.87627 -14.51961 22.62384 1.6 -3.6 1.9 -0.25
C -0.01108 -13.48087 22.46567 -3.1 -0.5 -0.9 -0.36
C 0.66768 -12.22125 22.16898 0.9 1.0 0.2 -0.07
C 1.17930 -14.70324 25.18046 -0.7 -0.2 -0.2 -0.11
H -0.74897 -13.43428 23.26657 0.1 0.2 0.5 0.11
H -0.61498 -13.78797 21.61180 -0.3 0.3 -0.3 0.13
H -0.02106 -11.49516 21.73707 0.0 0.0 -0.1 0.09
H 1.49217 -12.42188 21.48482 -0.1 0.3 -0.1 0.08
H 1.07823 -11.78116 23.07775 0.2 0.1 -0.1 0.06
H 2.18649 -14.34107 24.97432 -0.2 -0.1 0.0 0.05
H 1.13714 -15.31028 26.08480 0.0 0.0 -0.1 0.08
H 0.43681 -13.90629 25.22160 0.3 0.2 0.3 0.04
O -4.67076 -7.34911 30.92907 -2.5 0.5 -1.8 -0.32
S -5.71916 -7.10708 29.90921 0.3 0.6 0.9 0.69
O -6.39103 -8.19776 29.22380 1.2 0.9 0.6 -0.30
O -6.95471 -6.21039 30.59104 2.2 -1.0 -0.1 -0.26
C -8.17856 -6.09759 29.87708 -1.5 0.3 -0.5 -0.30
C -9.38117 -6.47021 30.75777 0.9 0.6 0.2 -0.06
C -5.00269 -5.85772 28.76124 -0.8 -1.1 -0.1 -0.10
H -8.20679 -6.65207 28.93907 0.4 -0.4 0.2 0.11
H -8.29623 -5.05758 29.57271 0.2 0.2 0.1 0.11
H -9.45100 -5.75157 31.57432 0.1 0.0 0.2 0.07
H -9.25089 -7.45585 31.20457 -0.3 -0.1 -0.3 0.08
H -10.29942 -6.33592 30.18603 0.0 -0.4 -0.1 0.08
H -5.64668 -5.84462 27.88192 -0.4 0.4 0.2 0.04
H -4.03940 -6.17651 28.36307 0.2 -0.1 0.6 0.04
H -4.96392 -4.90840 29.29548 0.0 -0.2 -0.1 0.06
O -5.39655 -6.19350 21.09894 0.2 -1.1 -1.3 -0.32
S -5.05445 -6.54112 19.71982 -0.2 1.2 -0.4 0.69
O -4.85676 -7.90623 19.25031 -0.4 1.9 0.8 -0.28
O -6.23542 -5.87198 18.75905 1.6 -1.4 0.8 -0.27
C -6.88534 -4.69638 19.26903 -0.3 0.1 -0.5 -0.28
C -7.55636 -4.03321 18.07081 -0.1 0.2 0.5 -0.05
C -3.65610 -5.46251 19.27488 0.1 0.1 -0.2 -0.09
H -6.16671 -4.02658 19.74131 0.1 0.0 0.0 0.10
H -7.60320 -5.02884 20.01886 -0.1 0.2 0.0 0.11
H -8.31030 -4.69057 17.63775 0.1 0.0 0.0 0.08
H -6.85070 -3.71436 17.30369 0.1 -0.3 0.1 0.08
H -8.04806 -3.12294 18.41395 -0.2 0.0 0.0 0.07
H -2.67693 -5.94101 19.29416 -0.3 -0.5 0.0 0.05
H -3.58011 -4.63221 19.97697 -0.4 -0.1 0.1 0.05
H -3.82716 -5.05021 18.28047 -0.1 -0.2 0.0 0.08
```
Forces are in eV/Å.

The HOMO energy is -8.27 eV. For the electronic energy, the calculation gives -12314.2155 a.u. The calculation puts the LUMO energy at -0.03 eV.